#P
This record from OMol25 describes an isolated ion of composition C3H6N3O and charge +1. The level of theory is ωB97M-V/def2-TZVPD.

Last column: natural (NBO) charge in e.
Positions of all 13 atoms, in Å:
O  1.79  1.72  0.50  -0.070
N  1.00  0.90  0.25  0.351
N  0.61  -1.67  -0.04  -0.145
N  1.78  -1.23  0.13  -0.435
C  -0.19  0.45  0.09  0.128
C  -0.44  -0.93  -0.03  -0.101
C  -1.37  1.51  0.02  -0.594
H  -2.05  0.96  0.69  0.266
H  -1.70  1.61  -1.11  0.274
H  0.37  -2.66  -0.23  0.430
H  2.48  -1.91  -0.19  0.391
H  -1.37  -1.24  -0.32  0.247
H  -0.90  2.48  0.26  0.258

Its spin multiplicity is 1. Its charge is +1. As for the SMILES: [H]/N=[NH+]/C=C(/C)N=O. The calculation puts the HOMO energy (alpha / beta) at -0.5055 / -0.5055 Eh. As for the HOMO-LUMO gap (alpha / beta): 7.433 / 7.431 eV. Its LUMO energy (alpha / beta) is -0.232 / -0.232 Ha.

***

#Q
This record from OMol25 describes an isolated ion of composition C3H6N3O and charge +1. The level of theory is ωB97M-V/def2-TZVPD.

Last column: natural (NBO) charge in e.
Positions of all 13 atoms, in Å:
O  2.67  0.60  0.27  -0.431
N  0.44  0.85  0.19  -0.053
N  1.51  0.00  0.06  0.188
N  -0.60  0.06  -0.01  -0.081
C  -1.87  0.76  0.02  -0.427
C  1.13  -1.25  -0.23  -0.042
C  -0.23  -1.15  -0.27  -0.014
H  -0.92  -1.98  -0.35  0.269
H  -2.29  0.82  -1.11  0.264
H  -1.58  1.77  0.46  0.268
H  2.42  1.50  0.66  0.522
H  1.79  -2.12  -0.35  0.292
H  -2.49  0.14  0.68  0.247

Its spin multiplicity is 1. Its charge is +1. As for the SMILES: Cn1cc[n+](O)n1. The calculation puts the HOMO energy at -0.5726 Eh. As for the HOMO-LUMO gap: 11.316 eV. Its LUMO energy is -0.157 Ha.

***

Tell me which of them is the least stable. Sure, it is #P.

***

#P
This record from OMol25 describes an isolated ion of composition NO4S and charge -1. The level of theory is ωB97M-V/def2-TZVPD.

Last column: natural (NBO) charge in e.
Positions of all 6 atoms, in Å:
S  -0.22  0.93  -0.52  1.652
O  0.23  0.25  -1.74  -0.976
O  -1.08  -1.66  0.54  -0.462
O  0.55  -0.28  0.88  -0.534
O  0.52  2.16  -0.26  -0.982
N  -0.01  -1.41  1.09  0.302

Its spin multiplicity is 1. Its charge is -1. The calculation puts the HOMO energy at -0.1581 Eh. As for the HOMO-LUMO gap: 8.444 eV. Its LUMO energy is 0.152 Ha.

***

#Q
This record from OMol25 describes an isolated ion of composition NO4S and charge -1. The level of theory is ωB97M-V/def2-TZVPD.

Last column: natural (NBO) charge in e.
Positions of all 6 atoms, in Å:
S  0.36  1.01  0.72  1.534
O  1.79  0.77  0.55  -0.947
O  -1.51  -0.74  -0.67  -0.461
O  -0.19  2.14  -0.21  -0.953
O  0.14  -1.88  0.13  -0.478
N  -0.39  -0.78  -0.15  0.305

Its spin multiplicity is 1. Its charge is -1. As for the SMILES: O=S(=O)=[N+]([O-])[O-]. The calculation puts the HOMO energy at -0.1716 Eh. As for the HOMO-LUMO gap: 8.645 eV. Its LUMO energy is 0.146 Ha.

***

Tell me which of them is the least stable. Sure, it is #Q.

***

#P
This record from OMol25 describes the molecule C5H7N. The level of theory is ωB97M-V/def2-TZVPD.

Last column: natural (NBO) charge in e.
Positions of all 13 atoms, in Å:
N  0.54  1.71  0.01  -0.508
C  -0.27  -0.36  0.08  -0.087
C  -1.18  -1.53  0.32  -0.624
C  1.50  0.91  -0.54  -0.067
C  1.03  -0.38  -0.52  -0.311
C  -0.53  0.95  0.39  -0.088
H  -0.66  -2.34  0.83  0.214
H  -1.58  -1.93  -0.62  0.213
H  0.61  2.71  0.11  0.410
H  -1.40  1.40  0.85  0.207
H  2.44  1.31  -0.89  0.209
H  -2.04  -1.23  0.94  0.213
H  1.55  -1.25  -0.88  0.219

Its spin multiplicity is 1. Its charge is 0. As for the SMILES: Cc1cc[nH]c1. The calculation puts the HOMO energy at -0.2991 Eh. As for the HOMO-LUMO gap: 9.220 eV. Its LUMO energy is 0.040 Ha.

***

#Q
This record from OMol25 describes the molecule C5H7N. The level of theory is ωB97M-V/def2-TZVPD.

Last column: natural (NBO) charge in e.
Positions of all 13 atoms, in Å:
N  -0.06  -0.73  0.80  -0.396
C  -0.39  0.63  1.19  -0.256
C  0.13  -1.05  -0.62  -0.308
C  0.96  0.08  1.45  -0.256
C  -0.48  -0.10  -1.56  -0.010
C  -1.01  0.68  -2.31  -0.254
H  1.20  -1.14  -0.84  0.216
H  1.25  -0.25  2.45  0.200
H  -0.47  1.38  0.40  0.206
H  -1.12  0.73  1.99  0.201
H  -0.30  -2.04  -0.80  0.230
H  1.77  0.45  0.83  0.186
H  -1.48  1.37  -2.98  0.240

Its spin multiplicity is 1. Its charge is 0. As for the SMILES: C#CCN1CC1. The calculation puts the HOMO energy at -0.3371 Eh. As for the HOMO-LUMO gap: 10.319 eV. Its LUMO energy is 0.042 Ha.

***

#R
This record from OMol25 describes the molecule C5H7N. The level of theory is ωB97M-V/def2-TZVPD.

Last column: natural (NBO) charge in e.
Positions of all 13 atoms, in Å:
N  -0.12  1.81  -0.19  -0.813
C  -2.52  -0.93  -0.13  -0.220
C  -1.57  -0.17  0.05  -0.018
C  -0.27  0.45  0.26  -0.184
C  0.82  -0.24  -0.49  -0.179
C  1.67  -1.16  0.12  -0.392
H  -3.31  -1.62  -0.44  0.245
H  -0.02  0.40  1.35  0.200
H  1.01  -0.15  -1.62  0.229
H  1.61  -1.42  1.27  0.200
H  -0.72  2.43  0.34  0.362
H  2.51  -1.52  -0.46  0.202
H  0.91  2.11  -0.04  0.367

Its spin multiplicity is 1. Its charge is 0. As for the SMILES: C#C[C@H](N)C=C. The calculation puts the HOMO energy at -0.3510 Eh. As for the HOMO-LUMO gap: 10.585 eV. Its LUMO energy is 0.038 Ha.

***

Tell me which of them is the least stable. Sure, it is #R.